(1)
2 unconnected molecules or ions with the total composition C2H6OS at a distorted geometry, computed with ωB97M-V with the def2-TZVPD basis set.

The gap between HOMO and LUMO (spin up / spin down) is 9.94 / 4.84 eV. As for the energy above the lowest of the compared OMol25 structures with the same formula, charge and spin: 0.678 eV. Its LUMO energy (spin up / spin down) is -4.4 / -9.4 eV. Its spin multiplicity is 2. The HOMO energy (spin up / spin down) is -14.31 / -14.24 eV. Its total charge is +1.

```
10
C2H6OS (ωB97M-V with the def2-TZVPD basis set)
C -1.272 -0.074 0.719
S -1.033 0.984 -0.730
H -0.990 -1.127 0.614
H -2.371 -0.067 0.917
H -0.733 0.481 1.498
H -1.665 0.177 -1.596
O 1.508 -1.448 0.226
C 2.133 -0.484 0.524
H 1.699 0.576 0.700
H 3.215 -0.495 0.794
```

These are the Löwdin partial charges, in e, on atoms 1 to 8:
1 C -0.34
2 S 1.10
3 H 0.08
4 H 0.09
5 H 0.05
6 H -0.04
7 O 0.01
8 C -0.14



(2)
A single C3H4N2O2S molecule at a distorted geometry, computed with ωB97M-V with the def2-TZVPD basis set.

The gap between HOMO and LUMO is 9.03 eV. As for the energy above the lowest of the compared OMol25 structures with the same formula, charge and spin: 2.623 eV. Its LUMO energy is 0.4 eV. The HOMO energy is -8.62 eV. The SMILES is Oc1c(S)ncn1O. Its total charge is 0.

```
12
C3H4N2O2S (ωB97M-V with the def2-TZVPD basis set)
O 0.748 -1.796 -0.180
C 0.374 -0.524 0.075
C -0.670 0.255 -0.342
S -1.932 -0.279 -1.433
N -0.548 1.522 0.190
C 0.547 1.512 0.899
N 1.150 0.293 0.834
O 2.256 -0.100 1.541
H 0.059 -2.177 -0.776
H -2.871 -0.552 -0.532
H 0.979 2.298 1.492
H 2.997 -0.092 0.888
```

These are the Löwdin partial charges, in e, on atoms 1 to 8:
1 O 0.09
2 C -0.35
3 C -0.67
4 S 0.79
5 N 0.06
6 C -0.14
7 N -0.10
8 O 0.07



(3)
A molecular structure, C23H31CrN5O at a distorted geometry, computed with ωB97M-V with the def2-TZVPD basis set.

The gap between HOMO and LUMO (spin up / spin down) is 7.17 / 7.40 eV. Its LUMO energy (spin up / spin down) is 0.6 / 0.6 eV. Its spin multiplicity is 5. The HOMO energy (spin up / spin down) is -6.52 / -6.76 eV. Its total charge is 0.

```
61
C23H31CrN5O (ωB97M-V with the def2-TZVPD basis set)
Cr -0.070 -1.159 -0.063
C 2.396 -2.630 0.533
C 1.099 -3.065 0.160
C 0.264 -2.956 1.312
C 1.066 -2.479 2.373
C 2.361 -2.271 1.883
H 3.268 -2.599 -0.105
H 0.886 -3.738 -0.660
H -0.638 -3.532 1.457
H 0.718 -2.302 3.383
H 3.198 -1.869 2.439
C -0.589 -1.558 -3.096
N 0.575 -1.138 -2.298
C 1.736 -1.941 -2.693
C 0.797 0.296 -2.479
C 1.626 0.765 -3.480
C 1.851 2.125 -3.665
C 1.217 3.008 -2.814
C 0.361 2.554 -1.821
C 0.085 1.186 -1.625
N -0.759 0.588 -0.724
C -1.690 1.180 0.102
C -1.858 2.544 0.398
C -2.868 3.012 1.224
C -3.761 2.137 1.812
C -3.598 0.780 1.573
C -2.582 0.297 0.768
N -2.435 -1.135 0.538
C -3.247 -1.536 -0.618
C -2.809 -1.948 1.695
H -0.384 -1.456 -4.169
H -1.442 -0.931 -2.847
H -0.829 -2.601 -2.881
H 1.880 -1.941 -3.778
H 1.587 -2.971 -2.380
H 2.631 -1.559 -2.208
H 2.126 0.072 -4.142
H 2.507 2.469 -4.452
H 1.386 4.074 -2.913
H -0.089 3.306 -1.200
H -1.180 3.278 0.010
H -2.941 4.076 1.411
H -4.560 2.491 2.449
H -4.286 0.092 2.045
H -4.319 -1.456 -0.395
H -3.021 -2.570 -0.888
H -3.026 -0.885 -1.461
H -3.883 -1.904 1.906
H -2.251 -1.621 2.570
H -2.563 -2.988 1.490
C 3.140 3.009 2.277
N 2.215 2.147 1.577
C 1.596 1.063 2.108
N 1.864 0.769 3.415
O 0.809 0.396 1.446
H 3.372 3.863 1.646
H 4.079 2.499 2.514
H 2.700 3.383 3.205
H 2.003 2.318 0.608
H 2.696 1.127 3.852
H 1.582 -0.161 3.677
```

These are the Löwdin partial charges, in e, on atoms 1 to 8:
1 Cr 0.80
2 C -0.15
3 C -0.28
4 C -0.26
5 C -0.16
6 C -0.16
7 H 0.09
8 H 0.09



(4)
6 unconnected molecules or ions with the total composition C53H85BN2O9S at a distorted geometry, computed with ωB97M-V with the def2-TZVPD basis set.

The gap between HOMO and LUMO is 7.20 eV. Its LUMO energy is -0.3 eV. The HOMO energy is -7.51 eV. The SMILES is CCOB(O)c1cc(CCC(=O)O)cc2c1Nc1c(CCCCCCCCCCCCn3cccc3)cccc1S2.C1CCOC1.C1CCOC1.C1CCOC1.C1CCOC1.C1CCOC1. Its total charge is 0.

```
151
C53H85BN2O9S (ωB97M-V with the def2-TZVPD basis set)
C 6.996 -1.525 -0.781
C 5.891 -0.537 -0.076
O 6.242 0.918 -0.179
B 5.301 1.547 -1.173
O 5.830 1.689 -2.555
C 3.794 1.965 -0.666
C 3.674 2.735 0.788
C 2.205 3.167 1.432
C 1.994 3.892 2.894
C 1.385 2.802 4.006
C -0.203 2.464 3.785
O -0.688 1.198 3.920
O -1.236 3.471 3.373
C 0.856 2.808 0.573
C 1.004 2.038 -0.866
C 2.461 1.590 -1.556
N 2.434 0.898 -2.893
C 1.552 -0.328 -2.923
C 2.094 -1.815 -3.391
C 3.682 -1.965 -3.897
C 3.704 -1.228 -5.398
C 2.587 -1.845 -6.430
C 1.497 -0.733 -6.992
C 0.177 -0.551 -6.037
C -1.254 -0.450 -6.868
C -2.438 -0.494 -5.688
C -2.974 -2.021 -5.374
C -4.074 -2.092 -4.136
C -3.975 -3.488 -3.251
C -5.386 -3.845 -2.443
C -4.941 -4.452 -0.968
N -4.841 -3.385 0.119
C -3.633 -2.807 0.828
C -4.017 -1.668 1.989
C -5.683 -1.613 1.934
C -6.037 -2.689 0.747
C 1.157 -3.161 -3.391
C -0.437 -2.950 -2.930
C -1.068 -1.499 -2.449
C -0.049 -0.215 -2.450
S -0.543 1.540 -1.873
H 6.929 -1.579 -1.953
H 6.937 -2.650 -0.399
H 8.077 -1.146 -0.445
H 4.816 -0.744 -0.548
H 5.797 -0.879 1.057
H 6.210 0.765 -2.756
H 4.667 2.944 1.373
H 3.089 4.139 3.296
H 1.370 4.882 2.864
H 1.486 3.258 5.098
H 2.052 1.813 4.028
H -2.030 2.987 2.953
H -0.219 3.100 0.995
H 3.372 0.746 -3.315
H 3.942 -3.103 -3.993
H 4.361 -1.380 -3.124
H 3.605 -0.063 -5.329
H 4.789 -1.436 -5.844
H 2.011 -2.779 -6.021
H 3.193 -2.225 -7.382
H 2.113 0.271 -7.154
H 1.148 -1.130 -8.053
H 0.096 -1.505 -5.366
H 0.310 0.438 -5.392
H -1.393 -1.301 -7.672
H -1.305 0.615 -7.351
H -3.301 0.220 -6.078
H -2.055 -0.008 -4.672
H -2.113 -2.807 -5.223
H -3.575 -2.372 -6.343
H -5.155 -2.093 -4.636
H -4.015 -1.121 -3.480
H -3.669 -4.420 -3.920
H -3.139 -3.418 -2.408
H -6.023 -2.858 -2.378
H -5.940 -4.713 -3.044
H -5.698 -5.315 -0.674
H -3.873 -4.973 -1.005
H -2.493 -3.105 0.640
H -3.298 -1.065 2.701
H -6.427 -0.977 2.585
H -7.070 -3.047 0.321
H 1.561 -4.223 -3.697
H -1.077 -3.956 -2.941
H -2.209 -1.402 -2.111
C -3.863 0.666 6.917
C -3.035 1.738 6.257
C -4.053 2.835 6.037
O -5.018 2.726 7.093
C -4.810 1.480 7.772
H -3.275 -0.050 7.496
H -4.428 0.113 6.157
H -2.257 2.083 6.949
H -2.551 1.413 5.333
H -4.581 2.703 5.087
H -3.604 3.833 6.051
H -4.369 1.702 8.750
H -5.770 0.980 7.928
C -6.807 5.483 7.801
C -7.961 6.117 8.534
C -8.282 7.305 7.654
O -7.942 6.932 6.311
C -7.187 5.713 6.354
H -6.660 4.427 8.040
H -5.880 6.020 8.033
H -8.811 5.426 8.555
H -7.725 6.400 9.563
H -7.674 8.175 7.923
H -9.338 7.588 7.701
H -7.830 4.908 5.981
H -6.316 5.796 5.699
C 3.156 2.296 -10.900
C 2.787 1.297 -11.967
C 2.741 0.002 -11.186
O 2.345 0.336 -9.849
C 2.415 1.760 -9.695
H 2.882 3.324 -11.147
H 4.237 2.262 -10.719
H 1.792 1.530 -12.364
H 3.490 1.267 -12.803
H 3.730 -0.466 -11.135
H 2.035 -0.718 -11.610
H 1.389 2.143 -9.659
H 2.912 2.005 -8.753
C 4.197 -6.322 1.205
C 5.202 -6.272 2.326
C 6.475 -5.905 1.595
O 6.091 -5.110 0.464
C 4.668 -5.199 0.307
H 3.163 -6.199 1.536
H 4.277 -7.281 0.678
H 4.933 -5.476 3.030
H 5.286 -7.208 2.884
H 6.988 -6.796 1.217
H 7.171 -5.341 2.222
H 4.237 -4.240 0.613
H 4.423 -5.372 -0.745
C 2.187 0.332 8.524
C 2.085 1.676 9.197
C 2.570 2.612 8.111
O 2.217 2.012 6.857
C 1.801 0.661 7.099
H 1.549 -0.434 8.973
H 3.225 -0.022 8.558
H 1.038 1.893 9.436
H 2.669 1.753 10.118
H 3.660 2.718 8.135
H 2.121 3.607 8.183
H 0.715 0.616 6.962
H 2.272 -0.006 6.371
```

These are the Löwdin partial charges, in e, on atoms 1 to 8:
1 C -0.10
2 C -0.23
3 O -0.08
4 B -0.44
5 O 0.04
6 C 0.01
7 C 0.05
8 C -0.13



(5)
A gas-phase ion, C4H9N2O2 (charge -1) at a distorted geometry, computed with ωB97M-V with the def2-TZVPD basis set.

The gap between HOMO and LUMO is 6.87 eV. As for the energy above the lowest of the compared OMol25 structures with the same formula, charge and spin: 1.525 eV. Its LUMO energy is 3.9 eV. The HOMO energy is -2.96 eV. The SMILES is NC(=O)C[C@H](N)C[O-]. Its total charge is -1.

```
17
C4H9N2O2 (ωB97M-V with the def2-TZVPD basis set)
N -1.634 1.015 -1.456
C -0.477 0.408 -1.922
O -0.342 0.127 -3.101
C 0.532 -0.003 -0.894
C -0.002 -0.400 0.492
N -0.273 0.913 1.163
C 1.133 -1.138 1.371
O 2.015 -0.320 1.874
H -2.497 0.915 -1.963
H -1.706 1.045 -0.447
H 1.125 -0.817 -1.314
H 1.213 0.816 -0.677
H -0.921 -0.960 0.544
H 0.693 1.202 1.405
H -0.726 0.762 2.066
H 0.354 -1.601 2.138
H 1.512 -1.964 0.720
```

These are the Löwdin partial charges, in e, on atoms 1 to 8:
1 N 0.14
2 C -0.54
3 O 0.00
4 C -0.10
5 C -0.38
6 N -0.02
7 C -0.54
8 O -0.31



(6)
A gas-phase ion, C7H14N (charge +1) at a distorted geometry, computed with ωB97M-V with the def2-TZVPD basis set.

The gap between HOMO and LUMO is 11.39 eV. As for the energy above the lowest of the compared OMol25 structures with the same formula, charge and spin: 2.695 eV. Its LUMO energy is -3.1 eV. The HOMO energy is -14.52 eV. The SMILES is C[N@H+]1C=CC(C)(C)C1. Its total charge is +1.

```
22
C7H14N (ωB97M-V with the def2-TZVPD basis set)
C -2.484 0.435 -0.203
N -1.506 -0.392 0.503
C -0.960 -1.512 -0.306
C 0.226 -1.267 -0.862
C 0.964 -0.158 -0.156
C 1.514 1.028 -0.958
C 1.990 -0.586 0.854
C -0.346 0.403 0.967
H -2.061 0.802 -1.268
H -3.348 -0.053 -0.288
H -2.819 1.263 0.311
H -2.100 -0.907 1.148
H -1.498 -2.337 -0.584
H 0.828 -1.853 -1.559
H 2.169 1.697 -0.433
H 0.760 1.660 -1.368
H 1.903 0.790 -1.882
H 2.952 -1.044 0.309
H 1.677 -1.477 1.353
H 2.363 0.155 1.434
H 0.138 0.266 1.975
H -0.394 1.399 0.925
```

These are the Löwdin partial charges, in e, on atoms 1 to 8:
1 C 0.02
2 N -0.11
3 C 0.00
4 C 0.04
5 C -0.40
6 C -0.03
7 C -0.07
8 C 0.02